Computed, not measured: 2 unconnected molecules or ions with the total composition C3H11N3Si, with the ωB97M-V functional and the def2-TZVPD basis.

```
18
Properties=species:S:1:pos:R:3
N 1.1458 -3.1059 -1.0731
Si 1.1184 -2.0222 0.1192
N -0.3611 -1.1273 0.3571
N 2.2402 -1.3161 1.2621
H 1.8893 -3.6351 -1.3671
H -1.1820 -1.3324 -0.0924
H -0.7008 -1.3078 1.3361
H 3.2142 -1.1257 1.2666
H 1.8301 -1.1659 2.1780
C -1.6903 2.0037 0.7677
C -1.5416 1.5346 -0.4645
C -0.2940 1.6475 -1.2986
H -2.5422 2.0829 1.4556
H -0.9390 2.7032 1.2064
H -2.3916 1.0926 -1.0276
H -0.0550 0.6558 -1.6518
H -0.3237 2.2348 -2.2062
H 0.5832 2.1831 -0.7675
```

Computed properties:
- HOMO: -0.3309 hartree
- Relative energy (zero: lowest compared OMol25 entry of this formula, charge and spin): 218.7 kJ/mol
- Frontier orbital gap: 9.29 eV
- DFT total energy: -574.6429 Ha


Computed, not measured: 2 unconnected molecules or ions with the total composition C3H11N4, with the ωB97M-V functional and the def2-TZVPD basis.

```
18
Properties=species:S:1:pos:R:3
C -0.7646 -1.6645 -1.3056
C -1.2312 1.2086 0.1767
C -0.0988 -0.8761 -0.1683
N 0.7265 1.8670 1.7271
N 1.3855 0.9829 1.3063
N -0.2165 0.5960 -0.3135
N 1.3521 -0.8824 -0.5577
H -1.0421 -1.0042 -2.2162
H -0.1990 -2.5857 -1.5962
H -1.7797 -1.9647 -0.9909
H -1.3512 2.2990 -0.2264
H -2.0360 0.9586 0.9293
H -0.3548 1.8408 1.6701
H -0.4330 -1.0936 0.9222
H 0.8653 2.7386 2.4072
H 1.6644 -1.8056 -0.8136
H 1.9937 -0.5266 0.3036
H 1.5195 -0.0880 -1.2542
```

Computed properties:
- HOMO: -0.4759 hartree
- Relative energy (zero: lowest compared OMol25 entry of this formula, charge and spin): 555.3 kJ/mol
- Frontier orbital gap: 9.40 eV
- Net charge: +1
- DFT total energy: -339.5082 Ha


Computed, not measured: 2 unconnected molecules or ions with the total composition C3H11N4, with the ωB97M-V functional and the def2-TZVPD basis.

```
18
Properties=species:S:1:pos:R:3
C 0.5195 0.6986 2.3703
C -1.3378 -0.8430 -2.7757
C 0.7669 0.2762 -2.3082
N 0.1795 -0.3993 1.7722
N 0.5377 0.8285 3.7597
N 0.0176 -0.6621 -2.0572
N -0.0894 -0.4729 0.3751
H 1.1246 1.4322 1.8446
H -2.1427 -1.1438 -2.1205
H -1.5503 0.2238 -3.2675
H -1.3233 -1.5308 -3.5974
H 1.6416 0.4975 -1.5796
H -0.3948 -0.9590 2.4613
H 0.7951 1.1403 -3.1074
H 0.9146 1.6541 4.2181
H 0.1812 0.2170 4.4707
H 0.2666 -1.2605 -0.1586
H -0.1067 0.3032 -0.3000
```

Computed properties:
- HOMO: -0.4796 hartree
- Relative energy (zero: lowest compared OMol25 entry of this formula, charge and spin): 412.1 kJ/mol
- Frontier orbital gap: 9.14 eV
- Net charge: +1
- DFT total energy: -339.5627 Ha


Computed, not measured: 2 unconnected molecules or ions with the total composition C3H11N5, with the ωB97M-V functional and the def2-TZVPD basis.

```
19
Properties=species:S:1:pos:R:3
N 2.1155 -0.8793 -0.1468
C 1.5086 0.1077 0.3963
N 1.5304 0.2709 1.7417
N 1.3060 1.3846 -0.2849
H 2.6019 -0.5819 -0.9944
H 1.5917 -0.6235 2.2151
H 0.7945 0.8565 2.1080
H 0.8696 2.1506 0.2096
H 1.4054 1.3822 -1.2914
C -2.4022 1.0638 -0.1566
C -1.5173 0.2237 -0.7118
N -1.0101 -0.9065 -0.0741
N -0.4922 -1.9491 -0.8513
H -2.6823 0.9952 0.8884
H -2.7254 1.9459 -0.6972
H -1.2603 0.2865 -1.7657
H -1.1940 -0.9904 0.9246
H 0.5366 -1.9052 -0.8285
H -0.9765 -2.8315 -0.6810
```

Computed properties:
- HOMO: -0.2887 hartree
- Relative energy (zero: lowest compared OMol25 entry of this formula, charge and spin): 189.2 kJ/mol
- Frontier orbital gap: 8.68 eV
- DFT total energy: -394.6136 Ha


Computed, not measured: a gas-phase ion, C3H11N5 (charge +2), with the ωB97M-V functional and the def2-TZVPD basis.

```
19
Properties=species:S:1:pos:R:3
C 0.4553 0.4898 0.2334
C 1.8772 0.9734 0.3644
C 0.9607 -1.6660 -0.6784
N -0.4828 1.4484 0.2634
N 0.1132 -0.7453 0.0886
N -2.4444 2.2705 -0.3430
N -1.2360 -1.1404 0.2915
N -1.7263 1.3578 0.1975
H 2.2152 1.7716 -0.3320
H 2.6473 0.0706 0.3470
H 2.0256 1.4566 1.3498
H 0.8488 -2.6644 -0.3384
H 0.6491 -1.7757 -1.6656
H 1.9786 -1.1867 -0.6113
H -1.8512 3.0868 -0.7610
H -3.5087 2.2421 -0.4201
H -1.3935 -2.0992 -0.1806
H -1.2825 -1.3541 1.2613
H -2.2574 0.5679 0.4999
```

Computed properties:
- HOMO (alpha / beta): -0.7097 / -0.7096 hartree
- Relative energy (zero: lowest compared OMol25 entry of this formula, charge and spin): 293.8 kJ/mol
- Frontier orbital gap (alpha / beta): 8.61 / 8.61 eV
- Net charge: +2
- DFT total energy: -393.8794 Ha


Computed, not measured: 2 unconnected molecules or ions with the total composition C3H11N6, with the ωB97M-V functional and the def2-TZVPD basis.

```
20
Properties=species:S:1:pos:R:3
C -1.1687 1.6406 0.3798
C 0.0814 1.2294 0.6639
C -1.0271 -0.6457 0.0805
N -1.8791 0.3842 -0.0461
N 0.1436 -0.1379 0.5697
N -1.3985 -1.9514 0.0311
N -3.1616 0.2162 -0.5939
N 1.2049 -0.9311 0.6836
N 3.5874 0.3024 -0.6513
H -1.8441 2.4324 0.3552
H 0.8656 1.9182 0.9315
H -2.3772 -2.0828 -0.1501
H -0.7199 -2.5624 -0.3825
H -3.3750 0.2807 -1.5460
H -3.7096 0.7613 0.0284
H 1.2653 -0.9068 1.6960
H 2.0847 -0.7528 0.3032
H 4.1909 -0.2237 -0.0383
H 3.9441 1.2311 -0.8412
H 3.2928 -0.2019 -1.4735
```

Computed properties:
- HOMO (alpha / beta): -0.3245 / -0.4907 hartree
- Relative energy (zero: lowest compared OMol25 entry of this formula, charge and spin): 0.0 kJ/mol
- Frontier orbital gap (alpha / beta): 6.01 / 7.02 eV
- Net charge: +1
- Multiplicity: 3
- DFT total energy: -448.9732 Ha


Computed, not measured: 2 unconnected molecules or ions with the total composition C3H11NO, with the ωB97M-V functional and the def2-TZVPD basis.

```
16
Properties=species:S:1:pos:R:3
C 0.2470 1.6359 -0.7583
N 0.1950 0.2045 -0.2422
C 0.5233 -0.7042 -1.4288
C 1.0967 0.0551 0.9792
H -0.3739 1.6830 -1.6096
H 1.1873 2.1029 -0.8940
H -0.2486 2.1887 0.0448
H 0.4557 -1.7225 -1.2678
H -0.1970 -0.4509 -2.1866
H 1.4695 -0.5569 -1.8772
H 0.9224 -0.9767 1.2560
H 0.7791 0.6299 1.8186
H 2.0966 0.2461 0.7703
H -2.9991 -1.9987 2.3793
H -2.1738 -0.9136 1.3894
O -2.9802 -1.4227 1.6270
```

Computed properties:
- HOMO (alpha / beta): 0.0504 / -0.1876 hartree
- Relative energy (zero: lowest compared OMol25 entry of this formula, charge and spin): 126.5 kJ/mol
- Frontier orbital gap (alpha / beta): 2.78 / 9.37 eV
- Net charge: -1
- Multiplicity: 2
- DFT total energy: -250.7879 Ha


Computed, not measured: 2 unconnected molecules or ions with the total composition C3H11NO, with the ωB97M-V functional and the def2-TZVPD basis.

```
16
Properties=species:S:1:pos:R:3
C 1.4994 0.0837 -1.2956
C 0.3577 0.6435 -0.3884
N -0.9288 0.4598 -1.1085
C -1.2995 -0.9783 -1.4113
H 2.0843 -0.7572 -0.7309
H 2.3079 0.8488 -1.3141
H 1.1816 -0.2200 -2.3862
H 0.2998 1.6066 -0.0983
H 0.3291 -0.0441 0.5655
H -1.6342 0.7174 -0.3589
H -0.3467 -1.5778 -1.3685
H -1.7742 -1.4450 -0.5767
H -1.7676 -1.1608 -2.2916
O 0.2458 0.5788 3.9737
H -0.2564 1.3050 4.4004
H -0.2983 -0.0604 4.3895
```

Computed properties:
- HOMO: -0.3219 hartree
- Relative energy (zero: lowest compared OMol25 entry of this formula, charge and spin): 207.7 kJ/mol
- Frontier orbital gap: 9.50 eV
- DFT total energy: -250.8175 Ha


Computed, not measured: 2 unconnected molecules or ions with the total composition C3H11NO, with the ωB97M-V functional and the def2-TZVPD basis.

```
16
Properties=species:S:1:pos:R:3
C -1.3895 -0.4745 3.7650
C -1.2244 0.6150 4.7936
H -0.5256 -0.7752 3.1438
H -1.6587 -1.5102 4.1262
H -2.2025 -0.1566 3.0267
H -0.3598 0.3799 5.3788
H -2.0953 0.7749 5.4511
H -0.8779 1.5372 4.3702
N 0.9995 -0.0212 -5.3599
C 1.5599 -0.2909 -4.1161
O 0.9499 0.4525 -3.1101
H 1.1887 0.9524 -5.5945
H 0.0598 -0.3002 -5.6312
H 2.6753 0.0857 -4.1855
H 1.8340 -1.3098 -3.8290
H 1.0667 0.0410 -2.2292
```

Computed properties:
- HOMO (alpha / beta): -0.4879 / -0.4879 hartree
- Relative energy (zero: lowest compared OMol25 entry of this formula, charge and spin): 320.0 kJ/mol
- Frontier orbital gap (alpha / beta): 9.12 / 2.63 eV
- Net charge: +1
- Multiplicity: 2
- DFT total energy: -250.4667 Ha


Computed, not measured: 2 unconnected molecules or ions with the total composition C3H11NO2, with the ωB97M-V functional and the def2-TZVPD basis.

```
17
Properties=species:S:1:pos:R:3
C 2.1549 -0.1168 -0.5995
O 0.7561 -0.2906 -0.6140
C 0.1972 -1.7524 0.1009
N -1.1167 -1.5925 0.4046
H 2.6388 -0.8756 -1.2216
H 2.5582 -0.1919 0.4188
H 2.3928 0.8657 -1.0112
H 0.4370 -2.5080 -0.6481
H 0.8392 -1.7719 0.9827
H -1.7204 -1.7281 -0.3982
H -1.2748 -0.5787 0.7912
C -1.6008 2.0165 0.3189
O -0.7691 1.0074 0.8327
H -1.0197 2.8974 0.0186
H -2.3101 2.3256 1.0902
H -2.1744 1.6747 -0.5554
H 0.0118 0.6191 0.0894
```

Computed properties:
- HOMO: -0.3420 hartree
- Relative energy (zero: lowest compared OMol25 entry of this formula, charge and spin): 184.0 kJ/mol
- Frontier orbital gap: 10.27 eV
- DFT total energy: -326.0614 Ha


Computed, not measured: 3 unconnected molecules or ions with the total composition C3H11NO2, with the ωB97M-V functional and the def2-TZVPD basis.

```
17
Properties=species:S:1:pos:R:3
C -1.2464 -1.2983 2.1737
C -0.5570 -1.5736 1.0798
N 0.0245 -0.4806 0.3274
C 1.5158 -0.7636 0.2961
H -1.5349 -0.3747 2.5477
H -1.5090 -2.0183 2.8812
H -0.1950 -2.6465 0.8130
H -0.1323 0.4461 0.8719
H 1.8215 -0.9627 -0.7309
H 1.9213 0.2055 0.5732
H 1.7501 -1.4651 1.1739
O -1.9789 0.2249 -1.7275
H -1.2045 -0.1806 -1.2789
H -1.8415 -0.0049 -2.5749
O 1.3526 3.3241 -2.1805
H 1.0935 4.2204 -2.7126
H 0.7203 3.3478 -1.5325
```

Computed properties:
- HOMO: -0.3245 hartree
- Relative energy (zero: lowest compared OMol25 entry of this formula, charge and spin): 224.6 kJ/mol
- Frontier orbital gap: 9.57 eV
- DFT total energy: -326.0459 Ha


Computed, not measured: 3 unconnected molecules or ions with the total composition C3H11NO2, with the ωB97M-V functional and the def2-TZVPD basis.

```
17
Properties=species:S:1:pos:R:3
C -0.2146 1.5620 0.5316
C -0.0705 0.3681 1.1772
C -1.0468 0.0452 2.3049
N 0.7787 -0.6334 0.7677
H 0.4926 1.8620 -0.2405
H -0.6406 2.4435 1.0084
H -1.0999 -0.9888 2.5732
H -2.0423 0.4678 1.9812
H -0.6891 0.4903 3.1990
H 0.7775 -1.3481 1.4362
H 1.4225 -0.6577 0.0962
O -0.7913 0.3566 -1.9872
H -1.0165 1.0593 -1.3454
H -0.5172 0.9620 -2.6583
O 1.1699 -1.5680 -1.9393
H 2.1040 -1.2851 -1.9306
H 0.7208 -0.7312 -2.1635
```

Computed properties:
- HOMO: -0.2937 hartree
- Relative energy (zero: lowest compared OMol25 entry of this formula, charge and spin): 114.6 kJ/mol
- Frontier orbital gap: 8.79 eV
- DFT total energy: -326.0878 Ha